# C15H23Cl2PSc

A structure of composition C15H23Cl2PSc (wB97M-V/def2-TZVPD, the Open Molecules 2025 dataset).

Geometry as XYZ:
```
42
Properties=species:S:1:pos:R:3:forces:R:3:mulliken_charge:R:1
Sc -0.309 1.253 0.653 0.29 -2.81 -1.93 0.100
Cl -0.982 2.910 -0.738 -0.66 1.31 -0.86 -0.507
Cl 1.124 1.799 2.309 1.03 0.39 1.20 -0.535
C 0.746 -0.720 -0.973 0.62 0.65 1.30 -1.276
H 0.851 -1.364 -0.082 0.06 0.10 -0.28 0.169
H 1.693 -0.188 -1.155 -0.10 -0.04 0.10 0.440
C -1.162 -0.893 -2.137 0.85 -1.49 1.07 -0.548
C 0.244 -1.456 -2.189 -0.36 0.00 0.62 0.740
H -1.825 -1.250 -1.344 0.40 0.03 -0.32 -0.063
C 1.038 -1.102 -3.450 -0.82 -0.24 -0.06 -1.232
H 0.262 -2.552 -2.033 0.02 0.27 -0.17 0.380
C 0.779 0.344 -3.855 0.05 -0.10 -0.22 -0.572
H 2.098 -1.297 -3.303 0.15 0.04 0.19 0.402
H 0.716 -1.760 -4.277 0.00 0.16 0.11 0.367
C -0.694 0.554 -4.185 -0.51 -0.61 0.21 -0.697
H 1.096 1.026 -3.068 0.00 0.06 0.16 0.233
H 1.383 0.565 -4.736 0.05 0.19 -0.10 0.378
C -1.668 0.093 -3.042 -0.47 1.88 -1.46 0.003
H -0.890 1.601 -4.431 -0.01 -0.05 0.03 0.316
H -0.931 -0.038 -5.084 0.13 0.12 0.10 0.306
H -2.002 1.011 -2.521 0.06 -0.02 0.03 0.010
H -2.587 -0.284 -3.513 -0.15 0.14 -0.21 0.241
C -3.191 -1.769 0.992 -0.64 -0.20 -0.16 -1.446
P -2.014 -0.467 1.482 1.25 0.05 0.34 1.531
C -3.047 0.978 1.904 -0.86 -0.18 0.21 -1.648
C -1.378 -1.086 3.089 -0.13 -0.10 -0.66 0.705
C -1.890 -0.669 4.321 0.38 -0.34 0.18 -0.371
C -1.280 -1.094 5.498 0.38 -0.32 -0.06 -0.545
C -0.160 -1.945 5.457 -0.36 0.32 -0.37 -0.546
C 0.335 -2.377 4.216 -0.06 -0.11 0.02 -0.553
C -0.275 -1.974 3.032 -0.33 0.28 0.58 -0.632
H -3.512 -1.603 -0.046 0.03 -0.08 0.27 0.388
H -4.061 -1.740 1.663 0.08 -0.18 -0.12 0.443
H -2.702 -2.752 1.063 -0.11 0.36 -0.04 0.330
H -3.817 0.621 2.597 -0.10 0.42 0.02 0.440
H -2.466 1.783 2.378 -0.13 -0.24 -0.08 0.447
H -3.541 1.365 1.003 0.15 -0.08 0.22 0.393
H -2.763 -0.025 4.356 0.16 -0.03 0.08 0.173
H -1.677 -0.770 6.457 0.07 -0.04 -0.10 0.350
H 0.317 -2.268 6.378 -0.06 0.06 -0.11 0.357
H 1.202 -3.047 4.177 -0.36 0.27 0.03 0.344
H 0.085 -2.335 2.067 0.01 0.20 0.22 0.187
```
Forces are in eV/Å.

HOMO (spin up / spin down) ... -0.721 / -0.198 eV
Charge ... -1
LUMO level (spin up / spin down) ... 2.881 / 2.908 eV
E ... -2607.810260 Ha
Gap between HOMO and LUMO (spin up / spin down) ... 3.602 / 3.106 eV